ORCA calculation (the ωB97M-V functional and the def2-TZVPD basis) on a molecular structure, C26H32BCuN6S.

Frontier orbital gap (spin up / spin down)   6.63 / 6.16 eV
Expectation value of S²   0.76

Geometry as ORCA input:
```
! RIJCOSX wB97M-V def2-TZVPD def2/J DEFGRID3
* xyz -1 2
Cu 1.66470 0.71304 0.87584
S 1.33889 0.14150 3.05999
C 0.85586 -1.50381 2.81751
N 0.66376 -2.29578 3.81164
N 0.20797 -3.58214 3.52690
C -1.04797 -3.84363 2.98657
C -1.42766 -5.18153 2.83109
C -2.66453 -5.50911 2.30479
C -3.55462 -4.51603 1.91619
C -3.18118 -3.18852 2.07440
C -1.94562 -2.84435 2.60070
N 0.63065 -2.05966 1.50475
N 0.82570 -1.30062 0.55421
C 0.54426 -1.86300 -0.73108
C 0.92933 -1.10587 -1.82746
C 0.64651 -1.56355 -3.10544
C -0.02863 -2.76291 -3.27666
C -0.42164 -3.50964 -2.17035
C -0.13836 -3.06572 -0.89101
H 0.43254 -4.18123 4.30347
H -0.72837 -5.96158 3.10989
H -2.92961 -6.55309 2.18759
H -4.51894 -4.77089 1.49702
H -3.86633 -2.39980 1.78796
H -1.68154 -1.80236 2.72431
H 1.45417 -0.17134 -1.66990
H 0.95273 -0.98043 -3.96373
H -0.25494 -3.11761 -4.27447
H -0.95791 -4.44020 -2.30710
H -0.44965 -3.62271 -0.01728
C -2.55670 4.02493 -3.01399
C -2.07307 2.97005 -2.05125
C -2.77058 1.78190 -1.89403
C -2.31771 0.82374 -0.98696
C -3.03135 -0.49112 -0.82485
C -1.17313 1.07704 -0.25979
C -0.39895 2.24211 -0.42885
C -0.90680 3.19625 -1.32693
N 0.80434 2.30302 0.25949
C 1.46997 3.59521 0.51861
C 2.53843 3.36483 1.59288
C 2.21894 4.09591 -0.72881
C 0.49970 4.64133 1.08445
H -3.46903 3.70753 -3.51908
H -1.80479 4.23625 -3.77698
H -2.76706 4.96292 -2.49558
H -3.67247 1.60147 -2.46974
H -4.11091 -0.38015 -0.94063
H -2.82821 -0.92989 0.15183
H -2.68634 -1.20760 -1.57553
H -0.85477 0.36238 0.48833
H -0.38754 4.12403 -1.50487
H 3.30284 2.66574 1.25188
H 2.09035 2.97188 2.50736
H 3.02651 4.31234 1.83109
H 2.91141 3.32050 -1.06124
H 2.80132 4.98413 -0.47247
H 1.57109 4.34824 -1.56380
H 0.06526 4.26091 2.01108
H -0.31707 4.89230 0.41203
H 1.04543 5.55905 1.31426
B 5.87633 -0.16472 -1.04767
C 4.49899 0.02843 -0.29221
N 3.48732 0.17938 0.24455
H 6.76590 0.09497 -0.26401
H 5.92958 -1.31878 -1.42074
H 5.87318 0.60605 -1.98819
*
```